1.
Formula: C4H10O2
Source: OMol25
Level of theory: ωB97M-V/def2-TZVPD

Summary:
* largest force on an atom: 0.6 eV Å⁻¹
* Kohn-Sham gap: 10.711 eV
* energy above the lowest of the compared OMol25 structures with the same formula, charge and spin: 1.182 eV
* molecular weight: 90.12 g/mol
* SMILES: CO[C@@H](C)CO

Structure (XYZ):
```
16
Properties=species:S:1:pos:R:3:mulliken_charge:R:1
O -0.87307 -0.80741 0.27811 -0.397
O 2.16999 0.26763 -0.35656 -0.538
C 1.06760 0.71079 0.39837 -0.720
C -1.30989 1.49221 0.01902 -1.539
C -0.21022 -1.99658 -0.05953 -0.739
C -0.29887 0.38125 -0.24170 0.672
H -0.00377 -2.04877 -1.13641 0.350
H -1.41601 1.64535 1.08944 0.345
H -0.14352 0.26576 -1.32882 0.277
H -2.27628 1.20485 -0.38556 0.366
H 1.08994 0.29874 1.41667 0.323
H 2.15357 -0.69378 -0.41525 0.319
H -0.88184 -2.80893 0.21486 0.259
H 1.18782 1.79363 0.46171 0.374
H -0.98465 2.41623 -0.44919 0.420
H 0.72922 -2.12098 0.49484 0.228
```


2.
Formula: C4H10O2
Source: OMol25
Level of theory: ωB97M-V/def2-TZVPD

Summary:
* largest force on an atom: 0.5 eV Å⁻¹
* Kohn-Sham gap: 10.558 eV
* energy above the lowest of the compared OMol25 structures with the same formula, charge and spin: 0.739 eV
* molecular weight: 90.12 g/mol
* SMILES: CC(CO)CO

Structure (XYZ):
```
16
Properties=species:S:1:pos:R:3:mulliken_charge:R:1
O -0.36912 1.42771 1.56849 -0.566
O -1.75516 -0.84910 1.18766 -0.571
C -0.17351 0.13228 -0.45575 0.599
C 0.57212 0.86942 0.65039 -0.607
C -0.89649 -1.09821 0.09530 -0.666
C 0.82357 -0.23915 -1.55763 -1.547
H 0.34828 -0.75489 -2.39897 0.382
H -0.91585 0.82770 -0.87208 0.208
H 1.24613 0.15996 1.15582 0.339
H -1.49809 0.00568 1.57090 0.456
H 1.29809 0.66463 -1.95445 0.402
H 1.18332 1.67388 0.21932 0.314
H 0.07975 1.61433 2.40117 0.318
H 1.62321 -0.88965 -1.18002 0.356
H -0.14842 -1.85671 0.37900 0.292
H -1.50986 -1.54825 -0.70291 0.289
```


3.
Formula: C4H10O2
Source: OMol25
Level of theory: ωB97M-V/def2-TZVPD

Summary:
* largest force on an atom: 4.6 eV Å⁻¹
* Kohn-Sham gap: 10.628 eV
* energy above the lowest of the compared OMol25 structures with the same formula, charge and spin: 1.881 eV
* molecular weight: 90.12 g/mol
* SMILES: C[C@H](O)CCO

Structure (XYZ):
```
16
Properties=species:S:1:pos:R:3:mulliken_charge:R:1
O 2.91983 0.03125 -0.06992 -0.537
O -0.80571 -0.99480 1.07642 -0.531
C -1.97824 0.73572 -0.23168 -1.526
C 1.71498 -0.58534 -0.18969 -0.521
C 0.49222 0.42488 -0.15804 -0.627
C -0.85015 -0.24312 -0.12670 0.537
H 0.67497 1.06829 -1.11057 0.275
H 3.28806 -0.17499 0.83239 0.353
H 0.79694 1.15012 0.62783 0.307
H -1.98311 1.50947 -1.03063 0.318
H -2.91313 0.16676 -0.16911 0.390
H -1.65513 -1.11948 1.47537 0.299
H 1.73973 -1.35772 0.52971 0.377
H -2.15580 1.21327 0.69408 0.443
H -0.90148 -0.77527 -0.96621 0.245
H 1.61601 -1.04904 -1.18324 0.197
```